(1)
# C46H43F7IO

8 unconnected molecules or ions with the total composition C46H43F7IO (the ωB97M-V functional and the def2-TZVPD basis, the OMol25 dataset).

Atoms and positions in Å:
C1 -2.241 -2.731 -1.608
C2 -1.513 -1.868 -2.612
O1 -2.204 -0.592 -2.659
C3 -0.027 -1.673 -2.271
C4 1.018 -1.442 -3.348
I1 1.003 -3.315 -4.614
H1 -2.067 -2.379 -0.587
H2 -1.860 -3.752 -1.671
H3 -3.319 -2.758 -1.780
H4 -1.568 -2.324 -3.607
H5 -2.072 -0.226 -3.539
H6 0.002 -0.765 -1.644
H7 0.288 -2.501 -1.622
H8 0.593 -0.748 -4.099
F1 -7.797 2.822 0.722
C5 -6.756 2.294 0.020
C6 -5.596 3.031 -0.085
C7 -4.542 2.488 -0.810
C8 -4.658 1.240 -1.408
C9 -5.844 0.530 -1.274
C10 -6.912 1.051 -0.555
H9 -5.529 4.000 0.390
H10 -3.619 3.046 -0.904
H11 -3.834 0.808 -1.961
H12 -5.938 -0.446 -1.732
H13 -7.840 0.508 -0.436
F2 -9.303 -1.150 -1.475
C11 -10.615 -0.855 -1.366
C12 -10.997 0.470 -1.427
C13 -12.348 0.765 -1.310
C14 -13.280 -0.249 -1.139
C15 -12.859 -1.571 -1.083
C16 -11.513 -1.888 -1.195
H14 -10.248 1.239 -1.558
H15 -12.670 1.797 -1.353
H16 -14.331 -0.010 -1.050
H17 -13.582 -2.365 -0.949
H18 -11.156 -2.908 -1.153
F3 -0.349 -4.074 0.647
C17 0.655 -3.389 1.228
C18 1.852 -3.270 0.549
C19 2.875 -2.555 1.154
C20 2.694 -1.981 2.406
C21 1.473 -2.108 3.053
C22 0.434 -2.815 2.464
H19 1.951 -3.696 -0.440
H20 3.814 -2.431 0.632
H21 3.494 -1.412 2.862
H22 1.321 -1.647 4.022
H23 -0.532 -2.922 2.938
F4 3.412 0.390 -0.475
C23 3.720 1.347 0.411
C24 2.943 1.485 1.545
C25 3.298 2.455 2.469
C26 4.401 3.271 2.253
C27 5.156 3.114 1.100
C28 4.822 2.145 0.165
H24 2.093 0.833 1.691
H25 2.708 2.569 3.369
H26 4.671 4.025 2.981
H27 6.017 3.747 0.924
H28 5.391 2.001 -0.743
F5 -3.966 9.891 -0.101
C29 -4.813 8.929 0.328
C30 -4.943 8.722 1.686
C31 -5.816 7.733 2.115
C32 -6.537 6.980 1.199
C33 -6.380 7.214 -0.160
C34 -5.509 8.196 -0.611
H29 -4.368 9.322 2.378
H30 -5.931 7.550 3.176
H31 -7.213 6.207 1.540
H32 -6.932 6.621 -0.878
H33 -5.364 8.395 -1.664
F6 5.428 0.145 2.917
C35 6.325 -0.823 2.645
C36 7.048 -1.377 3.682
C37 7.958 -2.381 3.381
C38 8.125 -2.811 2.072
C39 7.377 -2.236 1.053
C40 6.466 -1.228 1.332
H34 6.890 -1.026 4.693
H35 8.535 -2.832 4.178
H36 8.823 -3.606 1.843
H37 7.498 -2.581 0.034
H38 5.861 -0.765 0.563
F7 9.059 -4.834 -0.387
C41 10.324 -4.788 -0.855
C42 10.710 -5.715 -1.802
C43 12.012 -5.660 -2.277
C44 12.894 -4.696 -1.810
C45 12.471 -3.777 -0.860
C46 11.173 -3.814 -0.370
H39 10.001 -6.453 -2.151
H40 12.336 -6.377 -3.021
H41 13.907 -4.658 -2.187
H42 13.152 -3.019 -0.496
H43 10.816 -3.103 0.362

Calculated values
- electronic energy (eV) = -77569.175
- charge = -1
- E_LUMO (eV) = 2.1

Here are the Löwdin charges for atoms 1 to 8, given in e:
1 C -0.07
2 C -0.47
3 O -0.09
4 C -0.44
5 C -0.61
6 I 0.31
7 H 0.07
8 H 0.08

(2)
# C46H43N2OP2Y

A molecular structure, C46H43N2OP2Y (the ωB97M-V functional and the def2-TZVPD basis, the OMol25 dataset).

Atoms and positions in Å:
Y1 0.111 -0.055 0.784
C1 1.264 -0.329 -3.530
C2 0.615 -1.715 -3.542
C3 1.675 -2.817 -3.564
C4 -0.347 -1.844 -2.382
C5 -1.708 -1.575 -2.547
C6 -2.614 -1.718 -1.511
C7 -2.203 -2.143 -0.246
C8 -3.192 -2.371 0.871
C9 -0.848 -2.436 -0.076
C10 0.074 -2.267 -1.123
H1 1.956 -0.222 -4.366
H2 1.832 -0.185 -2.604
H3 0.514 0.460 -3.606
H4 0.021 -1.800 -4.455
H5 2.380 -2.711 -2.736
H6 2.248 -2.755 -4.489
H7 1.223 -3.808 -3.512
H8 -2.069 -1.263 -3.521
H9 -3.662 -1.507 -1.687
H10 -2.903 -1.849 1.785
H11 -3.249 -3.432 1.117
H12 -4.187 -2.033 0.587
H13 -0.503 -2.843 0.874
H14 1.110 -2.549 -0.964
O1 0.992 2.096 2.267
C11 -0.070 2.130 1.652
C12 -1.098 3.178 1.710
C13 -1.127 4.223 2.630
C14 -2.205 5.090 2.630
C15 -3.241 4.920 1.715
C16 -3.209 3.891 0.781
C17 -2.135 3.012 0.778
P1 -1.794 1.748 -0.508
C18 -0.931 2.763 -1.748
C19 0.431 2.570 -1.947
C20 1.144 3.387 -2.812
C21 0.491 4.409 -3.484
C22 -0.870 4.614 -3.288
C23 -1.579 3.800 -2.420
C24 -3.420 1.348 -1.210
C25 -4.438 0.979 -0.329
C26 -5.657 0.532 -0.815
C27 -5.867 0.444 -2.187
C28 -4.859 0.812 -3.067
C29 -3.638 1.263 -2.582
H15 -0.314 4.333 3.338
H16 -2.248 5.904 3.342
H17 -4.079 5.605 1.727
H18 -4.015 3.780 0.067
H19 0.954 1.774 -1.424
H20 2.205 3.224 -2.961
H21 1.042 5.049 -4.160
H22 -1.377 5.415 -3.809
H23 -2.639 3.967 -2.263
H24 -4.281 1.053 0.742
H25 -6.448 0.261 -0.128
H26 -6.820 0.099 -2.567
H27 -5.026 0.755 -4.135
H28 -2.855 1.551 -3.275
N1 2.287 -0.937 3.168
P2 2.269 -1.757 1.678
C30 3.138 -3.314 1.878
C31 4.516 -3.359 2.095
C32 5.140 -4.581 2.278
C33 4.396 -5.756 2.235
C34 3.027 -5.715 2.015
C35 2.393 -4.493 1.837
C36 3.277 -0.769 0.527
C37 3.944 -1.380 -0.536
C38 4.515 -0.602 -1.534
C39 4.401 0.783 -1.502
C40 3.724 1.398 -0.461
C41 3.161 0.629 0.556
C42 1.119 -0.546 3.814
C43 1.162 -0.166 5.156
C44 0.002 0.238 5.775
C45 -1.195 0.257 5.056
C46 -1.157 -0.123 3.744
N2 -0.026 -0.519 3.114
H29 3.125 -0.868 3.728
H30 5.099 -2.444 2.112
H31 6.207 -4.622 2.450
H32 4.888 -6.709 2.374
H33 2.452 -6.631 1.982
H34 1.323 -4.456 1.670
H35 4.041 -2.459 -0.570
H36 5.055 -1.081 -2.340
H37 4.858 1.378 -2.282
H38 3.654 2.478 -0.413
H39 2.713 1.124 1.412
H40 2.099 -0.196 5.694
H41 0.019 0.537 6.814
H42 -2.125 0.565 5.511
H43 -2.060 -0.113 3.142

Calculated values
- energy relative to the best compared isomer or geometry (same formula, charge and spin) (eV) = 0.899
- electronic energy (eV) = -73038.003
- charge = +2
- E_LUMO (eV) = -5.5

Here are the Löwdin charges for atoms 1 to 8, given in e:
1 Y 1.38
2 C -0.04
3 C -0.36
4 C -0.05
5 C -0.19
6 C 0.01
7 C -0.02
8 C -0.28

(3)
# C46H44Br2O6Si

3 unconnected molecules or ions with the total composition C46H44Br2O6Si in a non-equilibrium geometry (the ωB97M-V functional and the def2-TZVPD basis, the OMol25 dataset).

Atoms and positions in Å:
C1 1.162 -1.687 -0.402
Si1 -0.481 -2.330 0.338
C2 -0.272 -2.232 2.267
C3 -0.888 -4.161 -0.059
C4 -0.179 -4.717 -1.427
C5 -1.306 -5.017 -2.522
C6 -1.157 -4.267 -3.929
C7 -0.457 -2.825 -3.885
C8 0.937 -2.969 -4.722
C9 1.912 -1.709 -4.550
C10 3.426 -2.034 -5.068
C11 4.456 -1.239 -4.124
Br1 5.066 0.450 -5.016
O1 5.623 -2.035 -3.734
C12 5.694 -1.999 -2.312
O2 5.499 -3.033 -1.645
Br2 6.093 -0.326 -1.296
C13 -2.015 -1.298 -0.260
C14 -3.378 -1.507 0.473
C15 -4.655 -0.717 0.000
C16 -4.537 0.261 -1.222
C17 -3.140 0.454 -1.920
C18 -1.857 -0.316 -1.453
H1 1.872 -2.555 -0.675
H2 1.757 -1.015 0.313
H3 0.998 -1.067 -1.364
H4 0.692 -2.801 2.551
H5 -0.252 -1.141 2.633
H6 -1.140 -2.820 2.756
H7 -2.039 -4.234 -0.119
H8 -0.572 -4.789 0.863
H9 0.277 -5.734 -1.115
H10 0.695 -4.074 -1.767
H11 -1.265 -6.153 -2.746
H12 -2.389 -4.835 -2.161
H13 -2.231 -4.094 -4.326
H14 -0.641 -4.899 -4.741
H15 -1.094 -2.058 -4.474
H16 -0.300 -2.391 -2.842
H17 0.605 -3.056 -5.827
H18 1.439 -3.979 -4.473
H19 1.535 -0.879 -5.252
H20 1.896 -1.374 -3.459
H21 3.538 -1.581 -6.125
H22 3.642 -3.151 -5.139
H23 3.950 -0.908 -3.153
H24 -3.541 -2.201 1.359
H25 -5.683 -0.848 0.482
H26 -5.446 0.827 -1.616
H27 -3.019 1.145 -2.818
H28 -0.871 -0.157 -1.996
C19 5.268 -2.224 2.020
C20 6.497 -2.634 2.530
C21 6.707 -2.660 3.905
C22 5.689 -2.265 4.774
C23 4.466 -1.831 4.262
C24 4.253 -1.823 2.883
C25 3.395 -1.362 5.170
O3 2.325 -0.987 4.723
C26 3.648 -1.348 6.629
C27 2.669 -0.855 7.494
C28 2.892 -0.850 8.866
C29 4.088 -1.345 9.381
C30 5.068 -1.832 8.523
C31 4.853 -1.826 7.143
C32 5.916 -2.313 6.236
O4 6.965 -2.743 6.685
H29 5.101 -2.212 0.947
H30 7.292 -2.935 1.856
H31 7.666 -2.985 4.297
H32 3.299 -1.499 2.478
H33 1.734 -0.470 7.100
H34 2.132 -0.461 9.537
H35 4.259 -1.348 10.453
H36 5.999 -2.213 8.929
C33 -2.644 4.438 0.460
C34 -3.316 3.482 -0.301
C35 -4.294 3.885 -1.206
C36 -4.607 5.237 -1.345
C37 -3.949 6.187 -0.566
C38 -2.958 5.786 0.329
C39 -4.306 7.621 -0.669
O5 -3.728 8.453 0.010
C40 -5.382 8.027 -1.601
C41 -5.770 9.366 -1.667
C42 -6.771 9.758 -2.549
C43 -7.381 8.817 -3.375
C44 -7.002 7.481 -3.309
C45 -6.008 7.082 -2.414
C46 -5.636 5.652 -2.325
O6 -6.173 4.826 -3.045
H37 -1.875 4.129 1.160
H38 -3.088 2.426 -0.197
H39 -4.815 3.140 -1.800
H40 -2.432 6.522 0.929
H41 -5.296 10.105 -1.028
H42 -7.074 10.799 -2.595
H43 -8.157 9.125 -4.069
H44 -7.485 6.752 -3.951

Calculated values
- electronic energy (eV) = -208658.573
- charge = 0
- E_LUMO (eV) = -1.0

Here are the Löwdin charges for atoms 1 to 8, given in e:
1 C -0.20
2 Si 0.55
3 C -0.22
4 C -0.26
5 C -0.23
6 C -0.21
7 C -0.21
8 C -0.20

Number 1: highest occupied orbital energy -2.43 eV. Number 2: highest occupied orbital energy -12.72 eV. Number 3: highest occupied orbital energy -8.84 eV.